No. 1
Density functional theory data (ωB97M-V with the def2-TZVPD basis set) for C21H19AsF5N2O2PReS4Te as an isolated structure.

Cartesian coordinates (Å):
Re -0.00303 -0.22733 0.55482
S 2.80949 1.44549 4.53628
As 1.81531 0.24144 3.12575
S 2.38943 -0.27245 1.03726
S -0.36253 -0.07326 2.75786
S 2.83388 -0.75085 4.71220
F 3.85135 2.02180 -0.42164
Te 2.01790 1.96237 -0.42912
F 1.48961 3.70984 -0.53154
F 2.13903 2.16766 -2.25202
F 1.34811 0.20725 -1.32172
F 2.14035 2.44747 1.41620
O 0.14982 1.53558 0.19035
O 0.05004 -2.00710 0.24338
P 0.02297 -3.67904 0.10221
C -0.49642 -4.23693 1.68123
C -1.84983 -4.47447 1.95763
C -2.23079 -4.86334 3.22883
C -1.27155 -5.01464 4.22424
C 0.07349 -4.77489 3.95927
C 0.46708 -4.38725 2.69232
C -1.12677 -4.00310 -1.19676
C -1.70027 -5.27990 -1.25475
C -2.48001 -5.62847 -2.34425
C -2.68464 -4.71862 -3.37334
C -2.10199 -3.45572 -3.32705
C -1.31675 -3.09699 -2.24614
C 1.68294 -4.11044 -0.29259
C 2.09780 -5.41816 -0.00909
C 3.34829 -5.83805 -0.42784
C 4.17997 -4.96579 -1.11874
C 3.76460 -3.67157 -1.41111
C 2.51347 -3.24160 -1.00750
H -2.59748 -4.38406 1.17924
H -3.27070 -5.06662 3.44471
H -1.57266 -5.33546 5.21297
H 0.81084 -4.91556 4.73786
H 1.51759 -4.23472 2.47403
H -1.53674 -6.00310 -0.46425
H -2.92466 -6.61299 -2.39410
H -3.29088 -4.99935 -4.22444
H -2.24652 -2.76214 -4.14416
H -0.83601 -2.12522 -2.24276
H 1.45658 -6.10403 0.53215
H 3.67675 -6.84640 -0.21668
H 5.15657 -5.30092 -1.44204
H 4.41286 -3.00934 -1.96861
H 2.17162 -2.25250 -1.28867
N -4.10145 -0.41322 -0.58698
C -3.92269 0.94140 -0.70365
C -2.63876 1.18322 -0.35206
N -2.03440 -0.02888 -0.02150
C -2.96279 -0.96848 -0.17546
H -4.95755 -0.91652 -0.77312
H -4.70913 1.60477 -1.01975
H -2.11350 2.11994 -0.30724
H -2.83704 -2.02251 -0.00203

## Properties
LUMO energy (spin up / spin down): -0.4523 / -0.4518 Eh
net charge: +3
total energy: -165613.24052 eV

No. 2
Density functional theory data (ωB97M-V with the def2-TZVPD basis set) for C21H19AuF6N3O7PS5 as an isolated structure.

Cartesian coordinates (Å):
Au 1.40683 -0.16083 -0.06295
F 4.61813 1.85687 -2.41505
C 4.39333 0.56797 -2.60645
F 5.27773 0.15397 -3.52395
F 3.18983 0.39857 -3.14965
S 4.70193 -0.58593 -1.14915
O 3.80653 -0.36253 -0.03435
O 6.08693 -0.45783 -0.87985
N 4.34453 -1.93433 -1.90195
S 2.96763 -2.60503 -1.64815
O 2.89893 -3.54443 -0.57405
O 1.78793 -1.74683 -1.76665
C 2.84913 -3.61473 -3.23105
F 1.66843 -4.24513 -3.28985
F 3.80533 -4.53043 -3.30975
F 2.93863 -2.82453 -4.29385
C -0.07307 -3.34633 0.21685
P -0.24117 -1.61003 0.73865
C -0.62777 -1.73493 2.51625
C -1.81507 -2.34253 2.92655
C -2.05897 -2.53013 4.27485
C -1.12327 -2.12913 5.21565
C 0.04203 -1.50073 4.81035
C 0.29493 -1.29673 3.46285
C -1.70037 -1.00873 -0.16085
C -2.81377 -0.41913 0.42785
C -3.79307 0.14867 -0.37105
C -3.67047 0.13287 -1.74895
C -2.54847 -0.43473 -2.33845
C -1.55847 -0.98883 -1.54905
H -0.76527 -3.97193 0.78285
H 0.95833 -3.66083 0.38345
H -0.27917 -3.42753 -0.85015
H -2.53227 -2.67843 2.18975
H -2.97547 -2.99833 4.59965
H -1.30097 -2.31513 6.26425
H 0.75423 -1.16823 5.54935
H 1.20273 -0.80003 3.14475
H -2.90737 -0.38783 1.50195
H -4.64947 0.61667 0.08955
H -4.44167 0.57487 -2.36435
H -2.44977 -0.44173 -3.41345
H -0.65307 -1.38183 -1.99385
O 4.08513 2.83217 0.26705
S 2.72683 2.42707 0.13885
O 1.72273 3.46067 0.26295
O 2.43233 1.53847 -1.00695
S 2.30023 1.23317 1.81875
N -2.89867 5.84137 -0.48875
C -3.23337 4.61817 -0.08365
S -4.78257 4.17857 0.25055
C -2.16327 3.60667 -0.03715
C -1.37117 3.39907 -1.16205
C -0.45087 2.36587 -1.13605
N -0.29857 1.60167 -0.07605
C -0.98857 1.83247 1.02535
C -1.95247 2.81987 1.09065
H -3.61107 6.54977 -0.56655
H -1.93257 6.10867 -0.60235
H -1.50257 3.99737 -2.04975
H 0.18283 2.14117 -1.97925
H -0.76297 1.19647 1.87295
H -2.51717 2.98737 1.99275

## Properties
LUMO energy (spin up / spin down): -0.1187 / -0.1184 Eh
energy above the lowest of the compared OMol25 structures with the same formula, charge and spin: 1.411 eV
total energy: -124347.55163 eV

No. 3
Density functional theory data (ωB97M-V with the def2-TZVPD basis set) for C21H19BrHgN5O2 as an isolated structure.

Cartesian coordinates (Å):
Hg 3.10498 -1.50738 -1.77738
Br -4.43862 4.81272 -2.32268
C -4.37236 3.18914 -1.33104
C -3.94010 2.03017 -1.95898
C -3.93358 0.84847 -1.25735
C -4.33237 0.81062 0.08959
C -4.75553 1.99875 0.70490
C -4.77466 3.18015 -0.00268
N -4.42555 -0.35957 0.79578
N -3.83411 -1.41885 0.52404
C -2.66695 -1.65713 -0.05916
C -2.51664 -2.91087 -0.70875
C -1.47009 -3.17541 -1.53053
C -0.41935 -2.21879 -1.77001
O 0.46647 -2.39072 -2.60663
C -0.44739 -1.01766 -0.91176
N 0.62647 -0.23764 -0.94220
C 0.70309 0.82360 -0.17322
C -0.31960 1.17827 0.70759
C -1.43322 0.36907 0.78427
C -1.54116 -0.74758 -0.05510
H -3.59702 2.06086 -2.98117
H -3.64436 -0.06270 -1.75790
H -5.05201 1.97251 1.74112
H -5.10183 4.09601 0.46572
H -3.33012 -3.61504 -0.61682
H -1.42045 -4.09090 -2.10183
H 1.62182 1.38664 -0.24029
H -0.23349 2.06047 1.32194
H -2.20615 0.57693 1.51188
C 3.38683 -3.39186 2.66107
C 2.72894 -2.27692 1.89290
C 1.23595 -2.14867 2.06523
O 3.35023 -1.54934 1.15681
H 2.91803 -3.54330 3.62749
H 4.44621 -3.18857 2.78679
H 3.29148 -4.31011 2.08559
H 0.90209 -2.50025 3.03616
H 0.75355 -2.74313 1.28926
H 0.93859 -1.11334 1.91949
N 4.07321 2.46997 -1.56403
C 4.93900 3.27359 -0.91356
C 5.56775 2.49002 0.02563
C 5.00821 1.21431 -0.14209
N 4.10881 1.22230 -1.10504
H 3.45804 2.70690 -2.32538
H 5.04191 4.31253 -1.15563
H 6.32299 2.78335 0.72675
H 5.21204 0.30839 0.39121

## Properties
LUMO energy (spin up / spin down): -0.0400 / -0.0798 Eh
⟨S²⟩: 0.8425
energy above the lowest of the compared OMol25 structures with the same formula, charge and spin: 0.415 eV
spin multiplicity: 2
total energy: -107844.87688 eV

No. 4
Density functional theory data (ωB97M-V with the def2-TZVPD basis set) for C21H19BrN2O8S as an isolated structure.

Cartesian coordinates (Å):
C -0.93880 0.71846 -6.45710
C 0.48397 1.46238 -6.36452
H 1.32089 0.65486 -6.53009
H 0.64425 2.26109 -6.97630
O 0.74379 2.17103 -4.89994
C 0.86221 1.23698 -3.82695
O 1.02432 0.08826 -3.86429
N 1.00175 1.90291 -2.76544
C 1.15232 1.45440 -1.43423
C 0.79234 2.45707 -0.45032
C 0.89361 1.79960 0.85286
C 1.44775 0.57515 1.26185
C 1.72373 -0.00675 0.22312
C 1.42535 0.12652 -1.19500
H 1.78944 -0.49167 -1.92802
H 1.78733 -1.20367 0.47409
C 1.40518 0.55408 2.66667
C 1.03730 1.35791 3.60007
C 0.66203 2.59081 3.01760
O 0.10476 3.41950 3.95068
O 0.66610 2.90486 1.86176
H 1.03864 1.00049 4.67169
C 1.88033 -1.06094 3.03425
H 2.18052 -0.96599 4.13857
H 2.94133 -1.51411 2.31544
O 0.81678 -1.83021 3.02456
C 1.09332 -2.97452 3.03020
O 2.21937 -3.71983 2.72373
C -0.26754 -4.00422 3.16935
N -1.39046 -3.24194 2.55103
S -1.11220 -2.81333 0.91451
O -2.04728 -3.31600 0.19988
O 0.18419 -2.88366 0.53539
C -1.55188 -0.87844 1.19052
C -1.76437 -0.26921 -0.01937
C -2.17406 0.85714 -0.15758
C -2.13439 1.69152 1.13178
C -2.37359 0.95915 2.37341
C -1.76204 -0.40188 2.32949
H -1.67744 -1.08034 3.29396
H -2.40633 1.59633 3.27644
H -2.80970 2.58664 1.30249
Br -2.43402 1.94742 -1.54035
H -1.65500 -0.73796 -0.90106
H -2.09281 -3.91640 2.70088
H 0.03402 -4.81257 2.43901
H -0.37568 -4.07414 4.11454
H 0.40992 3.59346 -0.69536
H 0.67196 2.81726 -2.96144
H -0.96210 0.19633 -7.34238
H -0.89877 -0.16035 -5.77224
H -1.61034 1.37656 -6.28782

## Properties
LUMO energy: -0.0088 Eh
energy above the lowest of the compared OMol25 structures with the same formula, charge and spin: 18.730 eV
total energy: -122305.52452 eV

No. 5
Density functional theory data (ωB97M-V with the def2-TZVPD basis set) for C21H19BrN4O4RhS2 as an isolated structure.

Cartesian coordinates (Å):
Rh -1.19635 0.68348 -0.23810
S -0.49884 2.80208 0.07831
C -1.74087 3.77402 -0.57215
C -1.61607 5.19932 -0.40454
N -1.51128 6.33595 -0.25965
C -2.82246 3.26233 -1.22725
S -3.01674 1.56421 -1.40145
C -3.79921 4.13272 -1.81555
N -4.59997 4.80447 -2.29867
N -3.22977 -1.19337 0.15519
C -3.28107 -2.63751 -0.03200
C -2.87543 -3.03381 -1.44474
C -1.39801 -2.87341 -1.77589
N -0.96792 -1.48390 -1.92267
H -3.48277 -0.92339 1.09794
H -3.87803 -0.73007 -0.47358
H -4.27341 -3.05912 0.18153
H -2.58790 -3.09405 0.68261
H -3.47826 -2.47404 -2.17009
H -3.13339 -4.08924 -1.57939
H -1.17497 -3.46789 -2.67231
H -0.81200 -3.30900 -0.96068
H -1.23855 -1.10168 -2.82185
H 0.03837 -1.41216 -1.86399
O 0.84151 0.93006 -1.92486
C 1.41972 0.35412 -0.99531
O 0.82459 -0.12738 0.03534
C 2.91308 0.16556 -1.03985
C 3.63328 0.66258 -2.11593
C 5.01941 0.50591 -2.20303
C 5.62713 -0.16436 -1.17130
O 6.96020 -0.46117 -1.02395
C 7.07860 -1.06799 0.26360
O 5.77093 -1.29762 0.77260
C 4.91257 -0.66104 -0.09903
C 3.55602 -0.51578 0.00404
H 3.08484 1.18436 -2.88829
H 5.58787 0.89115 -3.03795
H 7.61841 -0.38898 0.93069
H 7.59714 -2.02168 0.16137
H 2.98221 -0.89131 0.83862
Br -1.91438 0.20339 6.34974
C -1.78835 0.37576 4.46005
C -1.21521 -0.64357 3.71533
C -1.12376 -0.50425 2.33968
C -1.58651 0.64270 1.67584
C -2.16588 1.64011 2.45962
C -2.27060 1.51200 3.84116
H -0.83635 -1.53074 4.20635
H -0.65989 -1.29819 1.76442
H -2.56521 2.53147 1.99227
H -2.72650 2.29891 4.42775

## Properties
LUMO energy: 0.0884 Eh
energy above the lowest of the compared OMol25 structures with the same formula, charge and spin: 1.432 eV
net charge: -1
total energy: -130959.22853 eV